C26H15BCl3F5FeN6O7S | ωB97M-V/def2-TZVPD

```
! wB97M-V def2-TZVPD RIJCOSX def2/J DEFGRID3
* xyz -2 1
Fe -1.07 -0.65 -0.81
Cl 1.89 3.05 -6.94
C 1.09 2.36 -5.54
C 1.82 2.06 -4.41
C 1.18 1.51 -3.31
Cl 2.11 1.22 -1.88
C -0.21 1.22 -3.27
O -0.85 0.72 -2.30
C -0.89 1.59 -4.48
Cl -2.61 1.32 -4.53
C -0.28 2.14 -5.58
H 2.88 2.25 -4.37
H -0.86 2.38 -6.46
N -3.41 1.86 1.51
C -2.28 2.53 1.95
C -2.09 3.53 2.89
C -0.80 4.01 3.03
C 0.25 3.52 2.25
C 0.06 2.52 1.32
C -1.22 2.01 1.19
N -1.71 1.03 0.35
C -3.00 0.99 0.54
C -3.84 0.17 -0.30
C -5.19 0.04 -0.34
S -5.63 -1.01 -1.63
C -3.97 -1.19 -2.03
N -3.16 -0.54 -1.27
H -4.33 1.92 1.89
H -2.91 3.92 3.49
H -0.61 4.79 3.76
H 1.24 3.94 2.39
H 0.86 2.13 0.71
H -5.92 0.48 0.31
H -3.64 -1.82 -2.85
O 0.27 -0.36 2.37
C 1.00 -0.61 1.41
O 0.75 -0.67 0.17
C 2.49 -0.82 1.72
C 3.39 -1.14 0.72
C 4.73 -1.30 1.05
C 5.21 -1.16 2.34
C 4.27 -0.84 3.31
C 2.92 -0.67 3.03
N 4.74 -0.68 4.69
O 3.93 -0.38 5.54
O 5.93 -0.84 4.91
N 5.70 -1.63 0.00
O 6.87 -1.77 0.33
O 5.30 -1.72 -1.14
H 3.03 -1.26 -0.30
H 6.25 -1.28 2.58
H 2.20 -0.43 3.79
F -1.31 -1.96 -3.32
C -0.56 -2.07 -2.12
F 0.76 -1.96 -2.55
C -0.71 -3.56 -1.80
F 0.00 -3.92 -0.73
F -0.31 -4.38 -2.82
F -2.00 -3.88 -1.57
B -3.25 -3.01 2.58
C -2.35 -2.37 1.44
N -1.79 -1.87 0.57
H -2.56 -3.71 3.28
H -3.73 -2.09 3.21
H -4.12 -3.66 2.03
*
```

Kohn-Sham gap (alpha / beta), eV: 5.732 / 5.721
Energy relative to the best compared isomer or geometry (same formula, charge and spin), kcal per mole: 0.0
Max |F|, eV/A: 0.46

natural (NBO) population analysis, charges in e, atoms 1 to 4:
1 Fe 0.85
2 Cl -0.07
3 C -0.09
4 C -0.25

=====

C26H15Cl3N7O3S2Ti | ωB97M-V/def2-TZVPD

```
! wB97M-V def2-TZVPD RIJCOSX def2/J DEFGRID3
* xyz -1 1
Ti 1.38 -0.87 -0.14
O 0.58 -1.63 -1.55
N -0.19 -2.32 -2.38
C -1.01 -1.57 -3.16
C -1.88 -2.15 -4.02
C -1.91 -3.57 -4.07
C -1.08 -4.30 -3.28
C -0.13 -3.70 -2.37
S 0.91 -4.56 -1.42
H -0.91 -0.50 -3.01
H -2.52 -1.54 -4.63
H -2.60 -4.07 -4.73
H -1.09 -5.37 -3.29
O -1.85 -1.42 -0.30
S -1.80 -0.10 0.26
O -2.64 0.19 1.40
N -0.25 0.25 0.56
C 0.03 1.34 1.41
C -0.80 2.41 1.70
C -0.39 3.40 2.61
C 0.83 3.36 3.22
C 1.72 2.30 2.91
C 3.02 2.20 3.46
C 3.82 1.16 3.09
C 3.34 0.22 2.16
N 2.14 0.30 1.62
C 1.32 1.32 2.00
C -2.31 1.01 -1.03
C -3.66 1.03 -1.36
C -4.09 1.84 -2.39
C -3.18 2.63 -3.09
C -1.84 2.60 -2.76
C -1.39 1.79 -1.72
H -1.79 2.47 1.27
H -1.07 4.22 2.82
H 1.14 4.13 3.91
H 3.36 2.95 4.16
H 4.82 1.04 3.48
H 3.96 -0.60 1.83
H -4.35 0.42 -0.80
H -5.14 1.87 -2.65
H -3.53 3.26 -3.90
H -1.13 3.21 -3.30
H -0.34 1.75 -1.46
Cl 3.49 -1.63 -0.44
C 3.35 2.84 -0.50
Cl 5.06 2.73 -0.72
Cl 2.70 4.37 -0.02
C 2.56 1.81 -0.82
N 1.85 0.90 -1.10
N 0.98 -2.27 1.33
C 0.74 -3.03 2.18
C 0.49 -3.92 3.20
C -0.84 -4.17 3.62
N -1.92 -4.39 3.97
C 1.58 -4.54 3.85
N 2.46 -5.06 4.39
*
```

Kohn-Sham gap, eV: 6.661
Energy relative to the best compared isomer or geometry (same formula, charge and spin), kcal per mole: 0.0
Max |F|, eV/A: 0.38

natural (NBO) population analysis, charges in e, atoms 1 to 4:
1 Ti 1.39
2 O -0.46
3 N -0.03
4 C 0.05

=====

C26H16F5N5OSW | ωB97M-V/def2-TZVPD

```
! wB97M-V def2-TZVPD RIJCOSX def2/J DEFGRID3
* xyz 0 3
W -1.23 0.60 -0.80
F -6.08 4.72 1.10
C -5.53 3.62 0.60
C -4.15 3.50 0.54
F -3.36 4.48 0.97
C -3.62 2.34 0.02
F -2.23 2.30 -0.01
C -4.39 1.30 -0.45
S -3.56 -0.18 -1.11
C -5.76 1.44 -0.38
F -6.55 0.46 -0.81
C -6.33 2.59 0.14
F -7.65 2.71 0.20
N 8.50 -2.71 -1.80
C 7.41 -2.35 -1.70
C 6.05 -1.89 -1.57
C 5.34 -1.51 -2.70
C 4.03 -1.07 -2.57
C 3.42 -1.01 -1.32
C 4.15 -1.40 -0.20
C 5.46 -1.84 -0.32
C 2.03 -0.52 -1.18
C 0.99 -1.41 -1.51
C 1.11 -2.75 -1.92
C -0.18 -3.28 -2.14
C -1.04 -2.25 -1.87
N -0.38 -1.11 -1.50
C 1.84 0.79 -0.68
C 2.86 1.71 -0.39
C 2.24 2.88 0.10
C 0.89 2.64 0.10
N 0.62 1.38 -0.36
H 5.79 -1.55 -3.68
H 3.48 -0.76 -3.45
H 3.69 -1.35 0.78
H 6.01 -2.13 0.56
H 2.04 -3.28 -2.02
H -0.45 -4.27 -2.45
H -2.12 -2.34 -1.95
H 3.91 1.55 -0.53
H 2.73 3.79 0.41
H 0.10 3.32 0.41
C -2.26 -0.41 4.66
N -1.70 -0.60 3.32
C -0.87 -1.63 2.92
C -0.60 -1.40 1.61
N -1.26 -0.26 1.20
C -1.91 0.18 2.27
H -1.92 -1.20 5.31
H -3.35 -0.43 4.60
H -1.93 0.55 5.05
H -0.54 -2.40 3.59
H 0.01 -1.98 0.94
H -2.53 1.06 2.31
O -1.24 1.34 -2.35
*
```

Kohn-Sham gap (alpha / beta), eV: 5.497 / 6.749
Energy relative to the best compared isomer or geometry (same formula, charge and spin), kcal per mole: 19.2
Max |F|, eV/A: 5.44

natural (NBO) population analysis, charges in e, atoms 1 to 4:
1 W 1.82
2 F -0.28
3 C 0.25
4 C 0.29

=====

C26H17BrCoF6N7O13S2 | ωB97M-V/def2-TZVPD

```
! wB97M-V def2-TZVPD RIJCOSX def2/J DEFGRID3
* xyz -1 4
Co 0.00 -0.27 -0.42
C 2.44 -1.11 1.60
O 1.64 0.05 1.38
C 1.22 0.71 2.50
C 1.83 0.59 3.73
C 1.33 1.33 4.79
Br 2.17 1.17 6.49
C 0.26 2.17 4.65
C -0.38 2.29 3.40
C 0.09 1.53 2.34
O -0.47 1.46 1.09
C -1.51 3.24 3.36
N -2.11 3.62 4.45
C -3.10 4.50 4.04
C -4.04 5.21 4.78
C -4.91 6.03 4.09
C -4.86 6.15 2.69
C -3.93 5.46 1.94
C -3.06 4.63 2.64
N -2.04 3.81 2.23
H 3.41 -0.84 2.01
H 2.56 -1.58 0.63
H 1.91 -1.80 2.27
H 2.68 -0.07 3.88
H -0.13 2.74 5.47
H -1.39 1.74 1.05
H -4.08 5.11 5.86
H -5.66 6.59 4.64
H -5.56 6.81 2.20
H -3.88 5.56 0.87
H -1.71 3.78 1.28
O -1.22 -3.16 2.18
C -1.06 -2.59 1.12
O -0.58 -1.39 1.02
C -1.45 -3.30 -0.17
C -2.18 -4.45 -0.02
C -2.58 -5.19 -1.14
C -2.22 -4.79 -2.41
C -1.46 -3.66 -2.56
C -1.06 -2.83 -1.47
O -0.41 -1.76 -1.67
N -1.05 -3.34 -3.93
O -0.02 -2.73 -4.11
O -1.75 -3.77 -4.84
N -3.36 -6.40 -0.96
O -3.68 -6.72 0.17
O -3.67 -7.03 -1.96
H -2.44 -4.78 0.97
H -2.52 -5.37 -3.27
F -2.88 -0.03 -2.35
C -2.97 1.22 -2.79
F -2.62 1.27 -4.06
F -4.21 1.64 -2.65
S -1.81 2.25 -1.75
O -0.60 1.44 -1.66
O -2.54 2.43 -0.52
N -1.42 3.54 -2.51
S -2.42 4.78 -2.68
O -3.68 4.41 -3.27
O -2.40 5.67 -1.56
C -1.47 5.64 -4.01
F -1.25 4.84 -5.05
F -2.18 6.69 -4.43
F -0.30 6.07 -3.55
N 2.25 1.23 -1.81
C 3.01 1.25 -2.91
C 3.01 -0.02 -3.43
C 2.18 -0.76 -2.57
N 1.73 0.01 -1.59
H 1.94 2.00 -1.25
H 3.49 2.16 -3.24
H 3.50 -0.37 -4.32
H 1.86 -1.78 -2.64
*
```

Kohn-Sham gap (alpha / beta), eV: 8.325 / 8.322
Energy relative to the best compared isomer or geometry (same formula, charge and spin), kcal per mole: 5.4
Max |F|, eV/A: 0.41

Löwdin population analysis, charges in e, atoms 1 to 4:
1 Co 0.82
2 C -0.05
3 O -0.14
4 C -0.20

=====

C26H17Cl3N2O2 | ωB97M-V/def2-TZVPD

```
! wB97M-V def2-TZVPD RIJCOSX def2/J DEFGRID3
* xyz 0 1
C -1.25 -2.16 -4.49
C -0.56 -0.96 -4.26
C -0.63 -0.32 -3.02
C -1.43 -0.86 -2.03
C -1.74 0.02 -0.85
C -1.37 -0.61 0.48
N -2.11 0.05 1.58
C -1.88 1.35 1.85
C -2.54 2.03 2.86
C -3.46 1.34 3.64
C -3.80 0.03 3.30
C -3.13 -0.63 2.23
C -3.60 -1.90 1.84
C -4.68 -2.50 2.48
C -5.27 -1.87 3.59
C -4.84 -0.62 4.01
O -2.07 1.20 -0.96
C -2.10 -2.09 -2.21
C -2.01 -2.71 -3.46
H -1.24 -2.62 -5.48
H 0.04 -0.52 -5.04
H -0.09 0.61 -2.83
H -1.64 -1.69 0.48
H -1.17 1.85 1.21
H -2.31 3.08 3.02
H -3.97 1.84 4.45
H -3.13 -2.43 1.03
H -5.06 -3.46 2.12
H -6.10 -2.35 4.10
H -5.29 -0.12 4.87
H -2.67 -2.52 -1.39
H -2.55 -3.64 -3.62
Cl 0.23 -0.14 0.55
C 3.16 0.09 0.34
Cl 3.24 -1.51 0.93
C 3.37 0.16 -1.16
O 2.70 -0.33 -2.07
C 4.65 0.94 -1.34
C 5.01 1.93 -0.36
C 6.25 2.58 -0.55
C 7.05 2.26 -1.62
C 6.60 1.25 -2.50
N 5.44 0.61 -2.35
C 4.17 2.15 0.79
Cl 4.54 3.35 1.92
C 3.08 1.28 1.03
H 6.56 3.32 0.18
H 8.00 2.76 -1.80
H 7.22 0.98 -3.35
H 2.41 1.51 1.86
*
```

Kohn-Sham gap, eV: 2.485
Energy relative to the best compared isomer or geometry (same formula, charge and spin), kcal per mole: 19.8
Max |F|, eV/A: 4.18

natural (NBO) population analysis, charges in e, atoms 1 to 4:
1 C -0.19
2 C -0.18
3 C -0.17
4 C -0.10

=====

C26H17F2N3O7S2Zn | ωB97M-V/def2-TZVPD

```
! wB97M-V def2-TZVPD RIJCOSX def2/J DEFGRID3
* xyz -2 1
Zn -0.21 0.28 0.01
F 4.78 -0.23 2.06
C 3.98 -0.25 0.97
C 2.65 0.11 1.07
C 1.82 0.07 -0.05
C 2.38 -0.32 -1.29
C 3.73 -0.66 -1.34
F 4.32 -1.09 -2.50
C 4.55 -0.65 -0.23
C 1.47 -0.42 -2.47
C 1.89 -0.50 -3.80
C 0.93 -0.60 -4.79
C -0.41 -0.61 -4.46
C -0.74 -0.50 -3.12
N 0.17 -0.41 -2.17
H 2.25 0.41 2.03
H 5.59 -0.93 -0.30
H 2.93 -0.47 -4.04
H 1.24 -0.66 -5.83
H -1.19 -0.67 -5.21
H -1.77 -0.45 -2.79
O -1.10 -1.27 0.85
C -0.61 -1.96 1.83
C -0.83 -1.58 3.18
C -0.31 -2.29 4.23
C 0.47 -3.43 4.02
C 0.70 -3.83 2.71
C 0.17 -3.13 1.63
C 0.51 -3.55 0.26
N -0.20 -4.28 -0.58
C 0.56 -4.36 -1.72
C 1.73 -3.69 -1.58
N 1.70 -3.20 -0.30
H -1.41 -0.67 3.34
H -0.49 -1.95 5.25
H 0.89 -3.98 4.85
H 1.31 -4.71 2.51
H 0.21 -4.90 -2.59
H 2.56 -3.50 -2.24
H 2.32 -2.52 0.11
O 0.54 4.12 1.06
S -0.41 3.29 1.76
O -0.48 3.52 3.19
O -0.31 1.85 1.46
C -2.04 3.81 1.15
C -2.75 4.61 2.04
C -3.99 5.14 1.71
C -4.55 4.85 0.48
C -3.86 4.05 -0.41
C -2.61 3.52 -0.10
S -1.89 2.46 -1.38
O -2.80 2.57 -2.50
O -1.93 1.10 -0.79
O -0.54 2.92 -1.61
H -2.30 4.81 3.00
H -4.51 5.76 2.42
H -5.52 5.25 0.20
H -4.27 3.80 -1.38
*
```

Kohn-Sham gap, eV: 6.994
Energy relative to the best compared isomer or geometry (same formula, charge and spin), kcal per mole: 13.6
Max |F|, eV/A: 0.14

natural (NBO) population analysis, charges in e, atoms 1 to 4:
1 Zn 1.69
2 F -0.35
3 C 0.41
4 C -0.35

=====

C26H17N5O5SeW | ωB97M-V/def2-TZVPD

```
! wB97M-V def2-TZVPD RIJCOSX def2/J DEFGRID3
* xyz 0 3
W 0.41 -0.30 -0.10
O -3.61 3.97 2.02
C -2.70 3.07 1.61
C -1.89 2.36 2.49
C -0.99 1.46 1.96
N -0.88 1.26 0.65
C -1.68 1.91 -0.18
C -2.61 2.83 0.24
C -1.54 1.43 -1.61
O -2.20 1.89 -2.51
O -0.72 0.42 -1.65
C -0.07 0.59 2.77
O -0.10 0.61 3.98
O 0.71 -0.10 2.00
H -3.59 4.06 2.98
H -1.93 2.47 3.56
H -3.24 3.33 -0.49
C -3.41 -2.20 1.04
C -3.02 -3.14 1.96
C -1.66 -3.39 2.13
C -0.75 -2.68 1.38
N -1.13 -1.72 0.52
C -2.44 -1.51 0.33
C 0.73 -2.95 1.43
C 1.26 -4.05 2.07
C 2.64 -4.25 2.01
C 3.42 -3.36 1.31
C 2.80 -2.28 0.68
N 1.50 -2.09 0.77
H -4.46 -1.98 0.85
H -3.75 -3.68 2.55
H -1.33 -4.14 2.83
H -2.70 -0.78 -0.42
H 0.63 -4.75 2.58
H 3.08 -5.10 2.50
H 4.49 -3.48 1.22
H 3.36 -1.56 0.10
Se -0.63 -2.75 -3.86
C 0.31 -2.04 -2.56
N 0.92 -1.57 -1.67
C 2.19 1.00 -0.13
C 2.01 1.70 -1.43
C 1.33 2.92 -1.49
C 1.03 3.54 -2.69
C 1.43 2.94 -3.88
C 2.14 1.75 -3.85
C 2.43 1.14 -2.64
C 1.13 3.58 -5.14
N 0.89 4.09 -6.15
H 2.16 1.70 0.71
H 3.14 0.47 -0.10
H 1.02 3.40 -0.56
H 0.49 4.47 -2.71
H 2.46 1.29 -4.78
H 2.96 0.20 -2.63
*
```

Kohn-Sham gap (alpha / beta), eV: 6.069 / 6.523
Energy relative to the best compared isomer or geometry (same formula, charge and spin), kcal per mole: 14.9
Max |F|, eV/A: 1.18

natural (NBO) population analysis, charges in e, atoms 1 to 4:
1 W 1.85
2 O -0.63
3 C 0.36
4 C -0.29

=====

C26H17N6O2OsS | ωB97M-V/def2-TZVPD

```
! wB97M-V def2-TZVPD RIJCOSX def2/J DEFGRID3
* xyz 3 1
Os 0.02 0.40 0.03
O -3.64 -4.41 -4.46
C -4.39 -4.47 -3.58
O -5.07 -4.47 -2.64
C -2.57 -2.70 -2.09
C -3.02 -2.41 -0.86
C -2.15 -1.52 -0.21
N -1.05 -1.08 -0.85
C -0.70 -1.42 -2.10
C -1.49 -2.34 -2.80
C 0.56 -0.78 -2.59
C 1.13 -1.07 -3.81
C 2.33 -0.45 -4.15
C 2.91 0.43 -3.26
C 2.28 0.69 -2.06
N 1.12 0.12 -1.72
C -2.33 -0.95 1.15
C -3.35 -1.31 2.00
C -3.41 -0.76 3.27
C -2.44 0.14 3.65
C -1.44 0.49 2.75
N -1.39 -0.02 1.51
H -3.94 -2.78 -0.43
H -1.25 -2.71 -3.80
H 0.67 -1.77 -4.48
H 2.79 -0.66 -5.11
H 3.85 0.92 -3.49
H 2.70 1.38 -1.34
H -4.10 -2.04 1.69
H -4.21 -1.03 3.95
H -2.44 0.59 4.64
H -0.67 1.20 3.00
N 1.74 3.85 1.51
C 0.76 4.54 0.79
C 0.50 5.89 0.65
C -0.56 6.23 -0.16
C -1.35 5.25 -0.80
C -1.09 3.91 -0.66
C -0.01 3.56 0.15
N 0.52 2.31 0.51
C 1.55 2.54 1.31
C 2.21 1.34 1.76
C 3.26 1.07 2.56
S 3.50 -0.61 2.67
C 2.19 -0.89 1.65
N 1.59 0.20 1.24
H 2.46 4.27 2.08
H 1.10 6.65 1.14
H -0.81 7.27 -0.30
H -2.17 5.57 -1.43
H -1.69 3.16 -1.16
H 3.91 1.76 3.09
H 1.88 -1.89 1.37
*
```

Kohn-Sham gap (alpha / beta), eV: 3.046 / 3.099
Max |F|, eV/A: 2.23

natural (NBO) population analysis, charges in e, atoms 1 to 4:
1 Os 0.93
2 O -0.50
3 C 1.02
4 O -0.50